C35H30ClIMgNO8P3S2 as an isolated structure, computed with ωB97M-V/def2-TZVPD.

The value obtained for the total energy is -4787.37774 a.u. As for the total charge: -2. For the HOMO energy, the calculation gives -1.14 eV.

Last column: Löwdin charge in e.
Element x y z (Å)
1 Mg -0.47 -0.09 1.46  0.343
2 C -4.02 1.78 2.77  -0.069
3 C -3.61 0.38 3.20  -0.557
4 O -4.57 -0.16 4.14  -0.093
5 P -1.98 0.37 4.04  0.509
6 O -2.33 0.11 5.57  -0.099
7 O -1.44 1.85 4.06  -0.115
8 O -1.03 -0.61 3.46  -0.308
9 P -3.54 -0.71 1.70  0.300
10 O -3.16 -2.16 2.27  -0.167
11 O -4.94 -0.76 1.21  -0.301
12 O -2.39 -0.14 0.89  -0.372
13 H -4.01 2.48 3.61  0.080
14 H -5.02 1.72 2.34  0.082
15 H -3.34 2.15 1.99  0.081
16 H -5.20 -0.66 3.60  0.087
17 H -3.25 -0.21 5.61  0.070
18 H -1.15 2.09 3.14  0.053
19 H -2.20 -2.35 2.22  -0.025
20 Cl 4.47 4.79 2.92  0.623
21 C 2.99 3.96 2.48  -0.608
22 C 2.04 4.62 1.77  -0.189
23 C 0.84 3.98 1.41  -0.642
24 I -0.62 5.03 0.37  0.881
25 C 0.57 2.66 1.75  -0.459
26 O -0.54 2.03 1.50  -0.206
27 C 1.61 1.98 2.50  -0.185
28 N 1.33 0.69 2.79  0.039
29 C 2.18 0.00 3.50  -0.115
30 C 3.40 0.55 3.96  -0.039
31 C 3.71 1.83 3.64  -0.032
32 C 2.80 2.61 2.88  -0.172
33 H 2.21 5.64 1.47  0.083
34 H 1.91 -1.03 3.69  0.127
35 H 4.07 -0.07 4.53  0.099
36 H 4.65 2.27 3.95  0.082
37 S 2.13 -0.21 0.08  0.584
38 C 2.48 -1.89 0.46  -0.693
39 C 3.82 -2.30 0.44  -0.167
40 C 4.20 -3.61 0.70  -0.150
41 C 3.23 -4.56 0.99  -0.149
42 C 1.90 -4.17 1.03  -0.164
43 C 1.49 -2.86 0.78  -0.671
44 S -0.24 -2.51 0.81  0.593
45 H 4.57 -1.55 0.21  0.076
46 H 5.25 -3.88 0.66  0.076
47 H 3.50 -5.59 1.19  0.076
48 H 1.13 -4.90 1.27  0.078
49 C 1.56 -4.06 -3.56  -0.115
50 C 0.19 -3.98 -3.40  -0.103
51 C -0.40 -2.82 -2.94  -0.097
52 C 0.37 -1.69 -2.64  -0.360
53 C 1.75 -1.78 -2.79  -0.133
54 C 2.34 -2.95 -3.25  -0.091
55 P -0.37 -0.18 -1.87  1.072
56 C 0.53 1.13 -2.81  -0.378
57 C 0.87 2.27 -2.10  -0.109
58 C 1.54 3.33 -2.71  -0.092
59 C 1.88 3.24 -4.05  -0.110
60 C 1.56 2.09 -4.77  -0.103
61 C 0.89 1.05 -4.16  -0.116
62 C -2.02 -0.14 -2.72  -0.332
63 C -3.04 -0.84 -2.07  -0.116
64 C -4.35 -0.79 -2.52  -0.083
65 C -4.68 -0.01 -3.63  -0.117
66 C -3.69 0.72 -4.27  -0.113
67 C -2.37 0.66 -3.81  -0.089
68 H 2.03 -4.98 -3.90  0.086
69 H -0.43 -4.84 -3.62  0.090
70 H -1.47 -2.79 -2.80  0.090
71 H 2.37 -0.94 -2.51  0.066
72 H 3.42 -3.00 -3.34  0.096
73 H 0.61 2.33 -1.04  0.065
74 H 1.79 4.21 -2.13  0.086
75 H 2.41 4.05 -4.53  0.088
76 H 1.83 2.02 -5.82  0.090
77 H 0.64 0.16 -4.72  0.109
78 H -2.81 -1.39 -1.17  0.086
79 H -5.12 -1.32 -1.97  0.099
80 H -5.71 0.04 -3.97  0.086
81 H -3.94 1.34 -5.11  0.087
82 H -1.62 1.26 -4.31  0.084